No. 1
# C53H54BrFGe2NO2PtS4

A structure of composition C53H54BrFGe2NO2PtS4 (ωB97M-V with the def2-TZVPD basis set, the Open Molecules 2025 dataset).

XYZ file:
```
119
C53H54BrFGe2NO2PtS4, DFT ωB97M-V with the def2-TZVPD basis set
Pt -0.255 0.073 0.257
Br -0.288 2.666 0.284
Ge 3.770 0.184 1.703
Ge 1.765 0.012 3.856
S 3.210 -1.507 3.055
S 2.210 0.100 0.086
S -0.051 -0.040 2.658
S 3.010 1.738 3.112
F -0.237 -1.946 0.125
O -0.844 2.954 -5.004
O -1.951 0.058 0.409
N -0.461 0.370 -1.808
C -0.459 1.722 -1.637
C 0.207 -3.188 4.555
C 3.424 -4.768 5.764
C -0.581 -0.096 -3.045
C 5.693 0.117 1.080
C 3.853 -3.850 6.718
C 4.238 -6.005 5.498
C 1.201 -1.204 6.579
C 1.491 -3.372 5.322
C 7.462 -0.225 -0.602
C -0.352 0.967 7.390
C -0.280 4.489 3.734
C 1.058 3.205 5.289
C 2.241 -4.524 5.082
C -2.203 1.346 4.620
C 8.445 -0.185 0.345
C 4.966 2.387 -1.584
C -0.452 5.716 2.879
C 4.249 0.888 -3.435
C 0.076 2.206 5.308
C 3.569 -1.732 8.023
C 5.740 -2.636 -1.515
C 1.953 -2.444 6.263
C 6.577 1.920 3.803
C 0.869 4.333 4.496
C 7.252 -1.819 4.113
C 2.312 3.132 6.128
C 6.725 0.569 3.463
C 3.543 -0.492 -5.422
C -0.581 2.606 -2.689
C -0.720 0.712 -4.154
C 6.329 3.003 2.784
C 6.745 2.320 5.124
C -0.717 2.084 -3.962
C 1.057 -0.093 5.709
C -0.204 -0.120 8.227
C 7.234 0.066 5.757
C 6.767 0.197 2.029
C 4.145 -0.347 -4.060
C 8.094 0.039 1.641
C 5.341 -0.137 -1.552
C 0.566 -1.194 7.822
C 4.622 -1.476 -3.416
C 4.850 1.010 -2.182
C 7.091 1.410 6.106
C 6.109 -0.073 -0.288
C 7.055 -0.365 4.450
C 7.351 1.876 7.517
C 3.120 -2.702 6.977
C -1.263 3.508 3.784
C -1.104 2.373 4.570
C 5.222 -1.385 -2.177
C 0.265 0.990 6.144
H 8.881 0.120 2.382
H 6.229 2.624 1.767
H 6.677 1.394 8.224
H 3.730 -0.758 7.566
H 1.630 5.106 4.476
H -2.585 1.250 5.641
H 3.210 0.468 -5.819
H 3.201 3.204 5.499
H -0.319 -2.269 4.815
H -2.168 3.633 3.202
H 5.239 -5.726 5.154
H -1.835 0.370 4.295
H -0.423 6.615 3.503
H 7.521 -0.648 6.512
H 5.421 3.555 3.032
H 4.282 -0.911 -6.114
H 4.769 -4.042 7.267
H -0.576 -1.178 -3.136
H 2.692 -1.162 -5.379
H 0.414 -3.165 3.481
H 5.533 3.037 -2.258
H 2.385 2.214 6.713
H 6.650 3.370 5.378
H -0.930 2.458 -5.823
H 0.355 5.774 2.144
H 4.336 -6.595 6.414
H 2.812 -1.632 8.807
H -0.466 -4.025 4.765
H 3.968 2.812 -1.444
H 7.167 3.708 2.791
H 6.817 -2.569 -1.348
H -0.579 3.677 -2.531
H 8.065 -1.947 3.394
H 1.891 -5.241 4.348
H 3.877 1.776 -3.936
H -0.955 1.809 7.711
H 7.750 -0.373 -1.636
H 7.217 2.956 7.609
H 5.241 -2.782 -0.552
H 6.332 -2.229 3.685
H 4.536 -2.441 -3.905
H 5.551 -3.518 -2.131
H -0.692 -0.134 9.195
H 5.472 2.394 -0.618
H -3.038 1.626 3.975
H 8.379 1.636 7.802
H 3.776 -6.632 4.733
H 4.485 -2.060 8.505
H 2.327 3.974 6.829
H 7.500 -2.403 5.000
H 9.486 -0.298 0.065
H -1.402 5.701 2.342
H 0.663 -2.048 8.482
H -0.823 0.269 -5.136
```

Values from the calculation:
Spin multiplicity = 5
Charge = -1
Relative energy (zero: lowest compared OMol25 entry of this formula, charge and spin) = 72.2 kcal/mol
⟨S²⟩ = 6.028
Frontier orbital gap (alpha / beta) = 0.177 / 0.227 hartree

Mulliken atomic charge list, values in e, 2 entries: atom 1 (Pt): 1.71, atom 2 (Br): -0.37

No. 2
# C53H54N7ORhS4Si

A structure of composition C53H54N7ORhS4Si (ωB97M-V with the def2-TZVPD basis set, the Open Molecules 2025 dataset).

XYZ file:
```
121
C53H54N7ORhS4Si, DFT ωB97M-V with the def2-TZVPD basis set
Rh -1.468 -1.139 -0.306
S 1.866 -0.726 -0.357
S 1.852 2.134 -0.328
S -1.009 2.064 -0.005
S -2.317 -2.173 2.042
Si -4.735 -0.041 -1.046
O -1.585 -3.176 -1.044
N -1.177 -0.122 3.270
N -3.467 -1.294 -0.729
N -1.776 -1.906 4.599
N 2.055 0.764 -1.020
N 0.555 -1.330 -0.199
N 0.575 2.467 0.467
N -1.262 0.649 0.385
C 5.513 2.491 1.218
C -0.063 -4.709 -2.084
C -3.493 3.005 3.060
C 2.609 2.893 -2.882
C -1.818 4.742 3.048
C -2.970 4.181 3.586
C -0.703 1.049 -2.660
C 4.492 -1.874 -3.232
C -3.233 -4.957 -0.966
C 5.270 2.920 2.519
C 4.141 -0.879 1.258
C 2.911 5.208 -3.465
C -1.331 -1.298 5.841
C 2.218 4.634 -1.238
C 3.610 -1.091 -2.499
C 4.021 -3.758 -1.803
C 2.248 3.295 -1.610
C -0.129 -4.539 0.323
C 4.689 -3.204 -2.889
C -5.539 -4.357 -0.574
C 0.857 -5.512 0.413
C -4.562 -5.325 -0.807
C 2.941 3.866 -3.815
C 4.454 2.253 0.363
C 2.898 2.869 2.124
C 0.912 -5.693 -1.985
C 3.972 3.110 2.970
C -1.696 2.935 1.510
C -0.570 -4.157 -0.927
C -0.724 2.169 -1.857
C 3.982 -0.868 3.658
C 2.549 5.595 -2.178
C -0.747 3.458 -2.378
C -2.889 -3.625 -0.902
C -1.718 -1.336 3.396
C -0.651 3.626 -3.751
C 2.604 -0.708 3.576
C -0.562 2.511 -4.573
C -5.202 -3.027 -0.546
C -0.601 1.230 -4.032
C -5.678 -0.613 -2.559
C 2.951 -1.658 -1.418
C 1.987 -0.648 2.337
C 3.154 -2.982 -1.052
C 2.762 -0.731 1.194
C -5.782 0.119 0.507
C -3.994 1.612 -1.480
C -1.180 4.130 1.978
C 4.748 -0.952 2.503
C 3.159 2.447 0.832
C 1.369 -6.099 -0.740
C -3.860 -2.598 -0.728
C -2.859 2.377 1.998
H -3.248 1.461 1.568
H -1.417 5.660 3.458
H -0.836 4.316 -1.722
H -0.647 4.622 -4.173
H 6.102 3.114 3.183
H -4.830 -6.372 -0.851
H 5.820 -1.085 2.572
H -6.187 0.236 -3.020
H -3.880 2.263 -0.610
H 4.462 -0.932 4.626
H 2.605 1.844 -3.141
H 2.635 -3.392 -0.194
H 0.916 -0.564 2.230
H 3.436 -0.058 -2.754
H -5.768 1.148 0.875
H 4.615 1.919 -0.656
H 3.793 3.448 3.981
H -0.449 -4.396 -3.046
H 5.024 -1.446 -4.071
H -4.660 2.118 -2.183
H -0.559 -4.086 1.208
H 6.527 2.341 0.874
H -0.561 0.363 -4.678
H -6.825 -0.134 0.303
H 1.936 4.911 -0.229
H -2.472 -5.707 -1.126
H -5.964 -2.292 -0.335
H -0.284 -0.996 5.770
H -3.027 1.509 -1.967
H 4.187 -4.792 -1.532
H -2.215 -2.812 4.628
H -0.765 0.055 -2.235
H -4.395 2.573 3.474
H 3.220 3.572 -4.818
H 2.120 -6.875 -0.661
H 2.012 -0.643 4.480
H 5.373 -3.811 -3.468
H -0.480 2.637 -5.644
H -1.418 -2.033 6.634
H -5.001 -1.041 -3.303
H -0.938 0.432 4.075
H -6.565 -4.655 -0.406
H 3.175 5.960 -4.197
H -6.434 -1.364 -2.335
H 1.206 -5.826 1.389
H 1.873 3.002 2.445
H -1.939 -0.431 6.107
H -1.214 0.320 2.350
H -3.469 4.674 4.411
H 4.735 -0.953 0.355
H -5.427 -0.535 1.307
H 1.293 -6.160 -2.885
H -0.293 4.560 1.534
H 2.527 6.641 -1.905
```

Values from the calculation:
Charge = +2
Frontier orbital gap (alpha / beta) = 0.195 / 0.187 hartree

Mulliken atomic charge list, values in e, 2 entries: atom 1 (Rh): 0.93, atom 2 (S): 0.62

| no. | calculated total energy (Eh) |
| --- | --- |
| 1 | -10797.0821 |
| 2 | -4502.6305 |